1.
Entry from the OMol25 dataset: a cluster of 10 separate species, C20H40Br20 in total in a non-equilibrium geometry (ωB97M-V/def2-TZVPD).

```
80
Properties=species:S:1:pos:R:3:forces:R:3
Br 6.37947 4.18817 5.45050 0.1 0.1 -0.1
C 5.71906 6.00708 5.53142 1.0 1.3 0.8
C 6.70604 7.08211 4.84277 -3.1 -1.5 0.0
Br 5.53663 8.67679 4.63429 0.7 -0.1 0.3
H 5.66789 6.26763 6.58858 0.3 -0.1 0.1
H 4.65728 5.98821 5.28573 0.4 0.2 -1.0
H 6.83037 6.78253 3.80215 0.7 0.1 0.4
H 7.58281 7.26421 5.46424 -0.2 0.1 -0.4
Br -8.64816 1.80460 0.19538 -0.1 0.4 1.1
C -8.79312 3.07147 1.74951 -0.1 0.6 -0.8
C -8.18663 4.37346 1.21416 0.2 -0.3 0.8
Br -8.30793 5.73624 2.65450 -0.1 -0.3 -0.6
H -8.32913 2.68886 2.65858 0.4 -0.2 -0.5
H -9.84336 3.22768 1.99586 0.0 -0.2 -0.4
H -8.68920 4.71208 0.30814 -0.1 0.2 0.4
H -7.11834 4.28596 1.01617 -0.2 -0.1 0.0
Br 6.91546 -9.07019 5.14291 -0.3 0.0 -0.3
C 5.77944 -7.87817 4.04338 -0.1 -2.9 -1.7
C 5.59764 -6.67711 4.79725 0.0 2.0 1.6
Br 5.11294 -5.10236 3.74530 0.1 -0.3 0.0
H 4.83474 -8.40528 3.90995 0.1 -0.1 0.0
H 6.24049 -7.84339 3.05630 0.2 0.4 0.3
H 6.52373 -6.46694 5.33231 -0.3 0.6 0.0
H 4.78289 -6.83075 5.50483 0.2 0.3 0.1
Br -7.90088 -7.17280 -4.20999 -0.1 0.9 -0.1
C -8.76104 -5.37487 -4.18092 -1.9 -0.7 0.3
C -10.23671 -5.66141 -4.66468 0.6 1.1 0.0
Br -11.58448 -4.16140 -4.34626 1.1 -0.7 0.0
H -8.20950 -4.64222 -4.77010 -0.1 -0.4 0.0
H -8.80500 -5.08741 -3.13042 0.3 0.0 -0.2
H -10.66812 -6.51317 -4.13886 0.2 0.2 -0.2
H -10.26896 -5.74429 -5.75105 0.0 -0.4 0.3
Br 1.64061 -6.94620 -6.40767 -0.9 -0.7 0.8
C 0.62872 -7.88839 -4.92608 1.4 -1.3 0.3
C 0.53675 -9.39465 -5.20625 -0.4 -0.4 -1.5
Br -0.31527 -10.55698 -3.78313 0.4 1.2 -1.0
H -0.38482 -7.49917 -4.82940 0.5 0.4 0.1
H 1.31107 -7.79669 -4.08105 -0.6 0.7 0.1
H 1.41849 -9.96241 -5.50337 0.5 0.6 0.8
H 0.00946 -9.43887 -6.15919 -1.0 -0.6 0.4
Br 1.65821 -1.55150 9.39912 -0.1 -0.1 -0.7
C 0.37614 -1.62732 7.89465 -1.4 1.1 1.3
C -0.17995 -0.17749 7.66690 1.2 -0.8 -0.7
Br -1.65350 -0.30043 6.39613 0.0 0.1 0.1
H -0.43787 -2.21252 8.32247 0.1 -0.1 -0.2
H 0.74318 -2.16446 7.02009 0.4 0.5 0.1
H 0.59067 0.42983 7.19212 -0.1 0.0 -0.1
H -0.51841 0.38267 8.53854 -0.1 -0.7 0.1
Br 8.53057 3.55180 -4.62320 0.2 -0.1 -0.1
C 8.19956 3.43347 -2.69253 0.1 -1.2 -1.2
C 7.54177 2.05554 -2.36873 0.6 0.6 0.7
Br 9.01692 0.72791 -1.97439 -1.1 0.8 -0.2
H 7.64077 4.36074 -2.56595 -0.3 -0.6 0.7
H 9.19169 3.44911 -2.24138 -0.3 0.3 0.1
H 6.89272 1.55837 -3.08960 0.4 0.5 -0.3
H 6.93047 2.20680 -1.47905 0.3 -0.4 0.3
Br 0.56590 0.60732 -12.18720 0.2 0.3 0.5
C 0.31635 0.18364 -10.29282 -1.3 -0.3 0.3
C -0.97064 0.85148 -9.71978 0.9 0.5 -0.4
Br -0.53589 2.43981 -8.63237 0.0 -0.4 -0.1
H 1.18360 0.39678 -9.66788 0.0 0.1 -0.5
H 0.14897 -0.89239 -10.34015 0.1 0.1 0.2
H -1.54316 0.18002 -9.07989 0.1 0.1 -0.1
H -1.56753 1.27825 -10.52582 -0.1 -0.4 0.2
Br -2.22801 9.03625 2.10887 0.3 -0.5 0.8
C -1.65085 8.00500 3.71930 -0.3 0.4 0.7
C -1.80153 8.91629 4.94458 0.7 0.0 0.5
Br -1.02854 8.11651 6.70819 -0.7 0.4 -1.6
H -0.60689 7.71371 3.60352 -0.2 0.1 -0.3
H -2.30080 7.13202 3.77914 0.1 0.1 -0.1
H -2.81975 9.21919 5.18864 0.1 -0.3 -0.1
H -1.18578 9.80898 4.83487 -0.1 -0.2 0.0
Br 0.83989 1.90412 0.18879 0.0 -1.0 -0.8
C 0.35657 0.34776 -0.98395 -3.0 0.7 0.2
C -1.23158 0.37603 -1.13341 1.0 -0.7 0.1
Br -1.68069 -0.95922 -2.51861 0.1 0.3 0.0
H 0.59603 -0.59477 -0.49162 0.5 0.4 -0.2
H 0.69032 0.46907 -2.01448 0.8 0.1 0.5
H -1.64144 1.34367 -1.42285 0.2 -0.2 -0.1
H -1.78915 -0.04384 -0.29619 0.4 0.5 0.2
```
Positions in Å, forces in eV/Å.

Summary:
- ΔE to the lowest compared entry with this formula, charge and spin: 416.1 kJ/mol
- Structure (SMILES): BrCCBr.BrCCBr.BrCCBr.BrCCBr.BrCCBr.BrCCBr.BrCCBr.BrCCBr.BrCCBr.BrCCBr


2.
Entry from the OMol25 dataset: a cluster of 9 separate species, C20H40Cl16O5S in total in a non-equilibrium geometry (ωB97M-V/def2-TZVPD).

```
82
Properties=species:S:1:pos:R:3:forces:R:3
C 6.71051 -1.72534 -0.04572 0.8 0.5 -0.2
C 6.42601 -0.25527 -0.51261 1.4 -0.7 0.1
O 5.38514 0.41909 0.19860 -0.1 -1.1 -1.6
C 4.11007 -0.05497 -0.11514 -1.9 2.2 2.6
C 3.52530 -1.26361 0.70998 0.6 1.9 -0.9
O 3.65903 -2.39931 -0.15947 0.2 0.7 -1.1
S 3.49631 -1.87307 -1.71327 -0.2 -0.9 -2.0
O 4.55501 -2.27102 -2.65356 -2.1 0.3 2.4
O 2.11146 -2.21933 -2.05192 2.5 1.3 0.4
O 3.76760 -0.23602 -1.49163 -0.1 -2.6 0.7
H 6.68065 -2.39417 -0.92238 -0.3 0.1 0.6
H 6.07630 -2.07427 0.78103 0.1 0.1 -0.5
H 7.75306 -1.76269 0.33024 -0.6 0.0 -0.1
H 6.27736 -0.26190 -1.60958 -0.4 0.2 0.5
H 7.34601 0.33267 -0.34435 -0.6 -0.1 0.1
H 3.45942 0.77190 0.22626 0.5 -0.1 -0.4
H 2.48533 -0.93795 0.90630 0.2 -0.9 -0.2
H 4.05803 -1.31389 1.67112 0.0 -0.7 -0.6
Cl -2.80949 -4.79522 -0.49157 -0.1 0.0 0.1
C -1.71715 -3.69893 -1.37695 0.1 0.0 -0.1
C -0.88151 -2.85095 -0.45022 0.2 -0.1 -0.1
Cl -1.85825 -1.64708 0.43171 0.0 0.1 0.1
H -2.32180 -3.08510 -2.04130 0.0 0.0 0.1
H -1.06677 -4.32372 -1.98734 0.0 0.0 0.0
H -0.14193 -2.29733 -1.02692 -0.1 0.0 0.0
H -0.35618 -3.45974 0.28334 -0.1 0.0 0.0
Cl 4.03253 3.71576 3.50169 0.0 0.0 0.0
C 3.24298 4.34940 2.03358 -0.2 0.0 0.1
C 1.80720 3.87462 1.91561 0.1 0.2 0.1
Cl 1.67727 2.11843 1.59416 -0.1 0.0 0.3
H 3.84064 4.05624 1.18275 0.1 -0.1 -0.1
H 3.26363 5.43676 2.10562 -0.1 0.0 0.0
H 1.30314 4.38080 1.09434 0.1 0.0 -0.1
H 1.25918 4.08367 2.83211 0.0 -0.1 0.0
Cl 6.02962 4.19250 -1.52858 0.0 0.0 0.1
C 5.09476 2.94549 -2.39344 0.1 -0.3 -0.1
C 3.67094 3.37741 -2.64622 0.1 0.0 -0.2
Cl 2.73048 3.47703 -1.13363 0.0 0.0 -0.3
H 5.13654 2.02799 -1.80620 0.0 0.2 0.1
H 5.60060 2.77043 -3.34953 -0.2 0.1 0.7
H 3.17070 2.64937 -3.28483 0.0 0.0 0.1
H 3.62805 4.34805 -3.13688 0.0 0.0 0.1
Cl 5.38093 2.89994 -5.54867 -0.1 0.0 -0.7
C 6.46077 3.92568 -6.52904 0.2 0.1 -0.2
C 7.28599 4.85923 -5.67511 0.1 0.0 0.0
Cl 6.28708 6.11668 -4.90541 0.0 0.0 0.0
H 5.84856 4.47443 -7.24180 -0.1 0.0 0.1
H 7.11515 3.25541 -7.08535 0.0 0.0 0.1
H 8.02052 5.37195 -6.29511 -0.1 0.0 0.0
H 7.81590 4.32118 -4.89062 -0.1 0.0 0.0
Cl -0.53245 -3.39721 -4.96012 -0.1 0.0 0.0
C 1.22873 -3.26641 -5.20350 0.2 0.1 0.0
C 1.58088 -2.87719 -6.61968 0.1 0.1 0.1
Cl 1.21207 -4.17295 -7.78649 0.0 0.0 0.0
H 1.67819 -4.21816 -4.92763 -0.1 0.0 -0.1
H 1.58825 -2.50638 -4.51083 0.0 0.0 0.0
H 2.65021 -2.68107 -6.69148 0.0 -0.1 0.1
H 1.04666 -1.98164 -6.93127 -0.1 -0.1 0.0
Cl -3.49014 -0.67092 4.55045 0.0 0.0 0.0
C -4.40213 -1.85208 3.57705 0.0 -0.1 -0.1
C -5.82908 -1.41708 3.34309 0.1 0.0 -0.3
Cl -6.79680 -1.45017 4.84226 -0.1 0.0 0.1
H -4.35566 -2.81385 4.08430 0.0 0.1 0.1
H -3.88455 -1.94401 2.62229 -0.1 0.0 0.0
H -6.31175 -2.09511 2.64018 0.0 0.0 0.1
H -5.87863 -0.40976 2.93351 0.0 0.0 0.1
Cl -11.42620 -4.30176 7.55386 0.0 0.0 0.0
C -10.33979 -3.19873 6.67310 0.1 0.0 -0.1
C -9.50764 -2.35186 7.60712 0.1 0.0 -0.1
Cl -10.49217 -1.15834 8.49175 0.0 0.0 0.0
H -10.94727 -2.58355 6.01182 0.0 0.0 0.1
H -9.68676 -3.81889 6.05978 0.0 0.0 0.1
H -8.76867 -1.79056 7.03609 -0.1 0.0 0.0
H -8.98152 -2.96231 8.33834 -0.1 0.0 0.0
Cl -8.20279 1.87515 1.58840 0.0 0.0 0.0
C -9.17009 2.24503 3.03847 -0.1 0.1 0.2
C -9.75026 1.00048 3.66703 0.0 0.1 0.1
Cl -11.00864 0.25405 2.64941 0.0 0.0 0.0
H -9.94952 2.94910 2.75379 0.0 -0.1 -0.1
H -8.50446 2.73816 3.74626 0.0 -0.1 0.0
H -10.22017 1.25122 4.61786 0.0 0.1 0.0
H -8.98050 0.25558 3.85067 0.0 0.0 -0.1
```
Positions in Å, forces in eV/Å.

Summary:
- Structure (SMILES): CCO[C@@H]1COS(=O)(=O)O1.ClCCCl.ClCCCl.ClCCCl.ClCCCl.ClCCCl.ClCCCl.ClCCCl.ClCCCl
- Electronic energy: -242820.3715 eV